Record 1
ORCA calculation (ωB97M-V with the def2-TZVPD basis set) on a cluster of 3 separate species, C14H26NO12S2 in total.

Geometry as XYZ:
```
55
Properties=species:S:1:pos:R:3
C 1.4249 1.7393 -1.5872
O 1.9667 0.7299 -2.5546
C 1.3813 -0.6109 -2.2318
C 2.5865 -1.5728 -1.6441
C 2.0083 -2.9810 -0.9497
C 2.1167 -2.7799 0.6628
C 0.8238 -3.2260 1.5474
N -0.4870 -3.3393 0.8135
C -0.9940 -2.0080 0.3055
C -2.3851 -1.4881 1.0430
O -3.0631 -2.2046 1.9447
O -2.8893 -0.1425 0.6166
C -2.7574 0.8346 1.7096
C -1.4211 1.7049 2.0903
O -3.8642 1.0187 2.4801
H 1.4414 1.3319 -0.4692
H 2.0998 2.7023 -1.6086
H 0.3278 2.0829 -1.8905
H 0.5191 -0.3995 -1.4604
H 0.8644 -1.0524 -3.2119
H 3.1927 -0.9101 -0.8798
H 3.3224 -1.7916 -2.5402
H 2.6977 -3.8462 -1.3403
H 0.9341 -3.1191 -1.3866
H 3.0272 -3.4612 1.0272
H 2.4203 -1.6785 1.0072
H 1.0736 -4.2124 2.1592
H 0.6706 -2.3851 2.3817
H -0.1680 -1.1922 0.4552
H -1.2764 -2.1798 -0.8410
H -1.7975 2.6758 2.6725
H -0.8311 2.1255 1.1491
H -0.6754 1.1630 2.8221
C -4.4070 -0.2435 5.7032
C -5.3160 0.9809 5.6364
O -5.4496 1.4206 6.9860
S -4.0703 1.0881 7.7906
O -3.2599 2.2856 7.8109
O -4.4046 0.3437 8.9824
O -3.4311 0.0601 6.6985
H -4.9620 -1.1290 6.0293
H -3.9228 -0.4510 4.7452
H -6.2940 0.7506 5.2072
H -4.8481 1.7881 5.0630
C 3.0345 1.5235 -5.6667
C 2.9808 2.9242 -6.2706
O 4.0640 2.9732 -7.1964
S 4.2897 1.4860 -7.8269
O 3.6127 1.4296 -9.1035
O 5.6771 1.1226 -7.6550
O 3.3980 0.6587 -6.7415
H 3.8104 1.4554 -4.8974
H 2.0740 1.2202 -5.2414
H 3.0831 3.7075 -5.5157
H 2.0516 3.0770 -6.8296
```

Results
frontier orbital gap = 4.8775 eV
charge = -1
electronic energy = -2302.75147 a.u.
lowest unoccupied orbital energy = 2.07 eV

Record 2
ORCA calculation (ωB97M-V with the def2-TZVPD basis set) on a structure of composition C14H26NPTc.

Geometry as XYZ:
```
43
Properties=species:S:1:pos:R:3
C -1.4675 -2.4962 -2.1440
C -1.1752 -1.1869 -2.5178
C -0.3912 -0.3213 -1.7322
C 0.1805 -0.8794 -0.5598
C -0.2578 -2.1337 -0.1006
C -1.0103 -2.9729 -0.9183
C -0.0215 0.9834 -2.3935
C -0.7611 2.3591 -2.1894
N -1.3901 2.6745 -0.9527
Tc 2.0713 -0.6472 0.4658
C 0.1632 -2.6521 1.2434
P 0.8400 -1.1938 2.2003
H -1.5467 -0.7983 -3.4757
H -1.1975 -3.9886 -0.5709
H -2.0244 -3.1549 -2.8136
H 0.9209 -3.4533 1.2024
H -0.6771 -3.0206 1.8492
H 1.0413 1.1693 -2.2481
H -0.1017 0.8194 -3.4903
H 0.0056 3.1379 -2.3370
C 1.5785 -1.8498 3.6942
C -0.7173 -0.5057 2.8058
H -1.4642 2.5200 -3.0290
C -2.4942 1.9003 -0.4559
C -0.8277 3.6739 -0.0762
H 3.6742 -0.4359 1.0293
H -3.4733 2.3899 -0.6099
H -2.5370 0.9064 -0.9208
H -2.3844 1.7463 0.6288
H -1.3567 4.6438 -0.1377
H -0.8838 3.3358 0.9683
H 0.2331 3.8575 -0.3027
H -1.1051 -1.2297 3.5331
H -0.5171 0.4618 3.2836
H -1.4328 -0.3827 1.9843
H 0.8686 -2.5590 4.1290
H 2.5325 -2.3411 3.4620
H 1.7474 -0.9973 4.3610
H 3.2040 -0.4922 1.7309
C 2.9299 0.6336 -0.9464
H 2.8322 0.0832 -1.9033
H 3.9923 0.7955 -0.7423
H 2.4001 1.6008 -1.0034
```

Results
energy relative to the best compared isomer or geometry (same formula, charge and spin) = 31.80 kcal per mole
frontier orbital gap (spin up / spin down) = 6.3558 / 5.7174 eV
charge = +2
electronic energy = -1025.14484 a.u.
multiplicity = 4
lowest unoccupied orbital energy (spin up / spin down) = -8.45 / -9.17 eV

Record 3
ORCA calculation (ωB97M-V with the def2-TZVPD basis set) on a cluster of 4 separate species, C14H26O7S in total.

Geometry as XYZ:
```
48
Properties=species:S:1:pos:R:3
C 1.5016 2.0203 1.4971
C 1.3625 0.4837 1.4062
C 1.8826 -0.2041 2.6365
O 1.0036 -1.2651 2.9267
C -0.1378 -0.9724 2.5535
O -1.2354 -1.4699 2.9452
O -0.0044 0.0368 1.6934
H 0.7219 2.6819 1.1198
H 2.4712 2.2456 1.0530
H 1.5737 2.4270 2.5058
H 1.6072 -0.0114 0.4665
H 1.9625 0.5173 3.4497
H 2.9011 -0.5704 2.5084
O 7.5775 -2.4698 -4.7979
S 7.0743 -1.2188 -5.3942
O 7.2038 0.0343 -4.7335
C 7.7074 -0.9033 -7.1307
C 6.5865 -1.0566 -8.0299
C 5.2842 -0.6684 -7.3393
C 5.3674 -1.4129 -6.0001
H 8.4889 -1.5713 -7.4928
H 8.0415 0.1333 -7.0861
H 6.7790 -0.4563 -8.9190
H 6.6847 -2.0888 -8.3662
H 4.4117 -1.1113 -7.8195
H 5.1716 0.4149 -7.2967
H 5.3818 -2.4809 -6.2176
H 4.6074 -1.4532 -5.2198
C -7.8656 -0.9289 0.3664
C -8.2479 -2.4503 0.4143
C -7.9998 -3.1315 -0.9043
O -8.7352 -2.8681 1.3829
H -7.9348 -0.4612 -0.6157
H -6.8584 -0.8165 0.7678
H -8.5049 -0.3723 1.0517
H -8.3486 -2.4215 -1.6542
H -8.7374 -3.9340 -0.9176
H -6.9797 -3.4817 -1.0613
C -3.2013 3.6256 6.4084
C -2.5586 3.0114 7.6766
C -3.5154 2.6995 8.7700
O -1.3787 2.6681 7.7373
H -4.1977 3.1874 6.4655
H -2.6166 3.5177 5.4949
H -3.1493 4.6698 6.7165
H -2.9318 2.6578 9.6896
H -3.9534 1.7262 8.5484
H -4.2629 3.4924 8.7441
```

Results
frontier orbital gap = 9.8860 eV
SMILES = C[C@H]1COC(=O)O1.O=S1(=O)CCCC1.CC(C)=O.CC(C)=O
electronic energy = -1473.80537 a.u.
lowest unoccupied orbital energy = 0.49 eV

Record 4
ORCA calculation (ωB97M-V with the def2-TZVPD basis set) on a structure of composition C14H27AlCl2N2O2P2.

Geometry as XYZ:
```
50
Properties=species:S:1:pos:R:3
C -0.6903 0.2202 -5.2719
C -0.9142 -0.0325 -3.8509
H -1.6337 0.3734 -5.7589
H -0.2109 -0.6579 -5.6957
H -0.0544 1.0937 -5.4332
O -1.9050 -0.1551 -3.1740
Cl 0.7176 -0.0592 -3.1573
Al 1.3647 0.1404 0.1731
P 1.1543 -2.4733 -0.3603
C 0.1801 -3.6089 0.6899
C 0.6612 -3.0484 -2.0230
H 0.7115 -4.1391 -2.1147
H 2.7326 -4.3168 -0.3677
H 1.3204 -2.6041 -2.7749
H 3.5167 -2.7869 -0.8912
H -0.8749 -3.5928 0.3896
H -0.3652 -2.7251 -2.2292
C 2.8072 -3.2342 -0.1812
H 0.5542 -4.6415 0.6127
H 3.1893 -3.0786 0.8382
H 0.2553 -3.2805 1.7339
P 0.8480 2.5123 -0.5594
C -0.3322 3.5143 0.3976
C 2.4480 3.3774 -0.4173
H 1.0439 2.6172 -2.9702
H 0.1613 4.0221 -2.3228
H -0.6512 2.4493 -2.4652
C 0.3008 2.9400 -2.2374
H 3.1586 2.9023 -1.0987
H 2.3679 4.4383 -0.6668
H -0.3721 4.5367 -0.0070
H -0.0739 3.5639 1.4615
H 2.8441 3.2784 0.5962
H -1.3303 3.0648 0.3071
Cl 3.4668 0.2074 0.4368
N -3.7875 -0.8863 4.5580
C -2.7710 0.0279 4.6622
O -2.6674 0.7785 5.6266
C -1.8275 0.0880 3.5094
C -2.1171 -0.4678 2.2560
C -1.2327 -0.3037 1.2116
N 0.0253 0.1859 1.4455
C 0.3195 0.7527 2.6544
C -0.6106 0.7674 3.6664
H -4.3873 -1.0000 5.3638
H -3.7783 -1.6213 3.8666
H -3.0384 -1.0143 2.0428
H -1.4637 -0.5994 0.1884
H 1.3150 1.1702 2.7618
H -0.3743 1.3050 4.5788
```

Results
energy relative to the best compared isomer or geometry (same formula, charge and spin) = 21.21 kcal per mole
frontier orbital gap = 8.4074 eV
charge = +2
electronic energy = -2654.80979 a.u.
lowest unoccupied orbital energy = -7.20 eV

Record 5
ORCA calculation (ωB97M-V with the def2-TZVPD basis set) on a structure of composition C14H27As2HfN4OS4.

Geometry as XYZ:
```
53
Properties=species:S:1:pos:R:3
Hf 0.3054 0.0392 -0.3834
C -1.4029 2.6393 -1.3850
C -2.1046 1.5151 -2.1202
N -1.2237 0.3391 -2.2600
C -2.0040 -0.8757 -2.5133
C -2.5497 -1.3795 -1.2117
C -3.6937 -2.1544 -1.1249
C -4.1307 -2.5706 0.1200
C -3.4194 -2.1932 1.2499
C -2.2826 -1.4274 1.0861
C -1.4116 -1.0258 2.2451
N -0.6022 0.1527 1.9093
C -1.2299 1.4591 2.2084
C -1.8809 2.0580 0.9776
N -0.8681 2.1491 -0.0902
N -1.8533 -1.0291 -0.1179
H -2.0936 3.4727 -1.2299
H -0.5582 2.9923 -1.9732
H -2.4436 1.8710 -3.0961
H -2.9964 1.2078 -1.5677
H -0.6045 0.4505 -3.0779
H -1.3308 -1.6178 -2.9506
H -2.8130 -0.7019 -3.2287
H -4.2321 -2.4152 -2.0255
H -5.0248 -3.1723 0.2133
H -3.7396 -2.4866 2.2403
H -0.7288 -1.8523 2.4603
H -2.0149 -0.8625 3.1417
H 0.2771 0.0968 2.4099
H -0.4391 2.1309 2.5502
H -1.9554 1.3715 3.0204
H -2.3018 3.0387 1.2172
H -2.6963 1.4244 0.6289
H -0.1480 2.8041 0.2094
S 4.0420 -1.0429 -3.0197
As 2.0231 -0.5786 -2.9993
S 1.7426 1.3858 -1.8835
S 1.0091 -2.0000 -1.4260
S 0.7763 -0.5445 -4.6666
C 4.5509 1.1057 0.0043
As 3.5448 -0.1145 1.0688
C 3.9425 -1.9218 0.6276
C 4.0333 0.1777 2.8951
O 1.8608 0.1569 1.0488
H 5.5763 1.0742 0.3744
H 4.1394 2.1062 0.1173
H 4.5101 0.7868 -1.0350
H 4.9777 -2.1120 0.9122
H 3.8199 -2.0540 -0.4485
H 3.2710 -2.5740 1.1822
H 5.1027 0.0157 3.0203
H 3.4850 -0.5176 3.5278
H 3.7883 1.2027 3.1678
```

Results
energy relative to the best compared isomer or geometry (same formula, charge and spin) = 0.00 kcal per mole
frontier orbital gap = 7.0437 eV
charge = +1
electronic energy = -6956.30044 a.u.
lowest unoccupied orbital energy = -3.10 eV

Record 6
ORCA calculation (ωB97M-V with the def2-TZVPD basis set) on a structure of composition C14H27Cl3NPPb.

Geometry as XYZ:
```
47
Properties=species:S:1:pos:R:3
Pb 0.1237 0.0872 1.6213
Cl -1.6122 2.0349 0.8321
Cl 1.0520 -2.4866 1.4400
H -1.5466 -0.8886 1.5859
H 1.8320 0.6739 1.1940
P -0.0741 0.1376 -1.4596
C 0.1983 1.8297 -2.1999
C 1.0471 -1.0192 -2.3442
C -1.8481 -0.2704 -1.8851
C 1.1821 2.5781 -1.3039
H -0.7944 2.2999 -2.0898
C 0.6231 1.9067 -3.6682
H 1.6433 1.5366 -3.8228
H 0.6260 2.9662 -3.9676
H -0.0462 1.3816 -4.3598
H 0.7147 2.7394 -0.3296
H 1.4150 3.5486 -1.7506
H 2.1195 2.0258 -1.1723
H -2.3734 0.5405 -1.3385
C -2.2730 -1.6227 -1.2760
C -2.1837 -0.1810 -3.3805
H -2.1150 0.8420 -3.7630
H -3.2198 -0.5224 -3.5338
H -1.5353 -0.8313 -3.9877
H -1.5113 -2.0304 -0.5982
H -2.4942 -2.3692 -2.0523
H -3.1737 -1.4685 -0.6660
C 2.4876 -0.7591 -1.8890
H 0.9441 -0.7504 -3.3983
C 0.6850 -2.4921 -2.1593
H 2.8629 0.2335 -2.1766
H 3.1266 -1.5144 -2.3570
H 2.5797 -0.8855 -0.7987
H 0.7414 -2.7690 -1.0932
H 1.4360 -3.0895 -2.6824
H -0.3082 -2.7467 -2.5466
Cl 0.8371 2.6274 7.0398
C 0.3206 1.2162 6.2148
C -0.0669 0.0689 6.9263
C -0.4371 -1.0786 6.2119
C -0.3752 -1.0386 4.8182
N -0.0295 0.0745 4.1581
C 0.2905 1.2104 4.8118
H -0.0607 0.0815 8.0153
H -0.7587 -1.9977 6.7058
H -0.6034 -1.9370 4.2297
H 0.5520 2.1074 4.2455
```

Results
frontier orbital gap = 6.8823 eV
electronic energy = -2519.13315 a.u.
lowest unoccupied orbital energy = -1.30 eV

Record 7
ORCA calculation (ωB97M-V with the def2-TZVPD basis set) on a structure of composition C14H27CoN8O7S2.

Geometry as XYZ:
```
59
Properties=species:S:1:pos:R:3
Co -0.5554 -1.4273 -1.1515
N 1.4067 -2.0823 -1.6565
C 2.2689 -1.6525 -0.5366
C 3.6196 -2.3672 -0.4493
C 3.5926 -3.8976 -0.4022
C 2.8790 -4.5006 0.8079
N 3.3796 -3.9788 2.0725
C 4.3233 -4.4930 2.8279
N 4.9148 -5.6593 2.5402
N 4.7161 -3.8212 3.9161
C 1.4421 -1.6524 0.7718
O 2.0276 -1.7291 1.8573
O 0.1808 -1.5956 0.6290
H 1.3601 -3.0957 -1.7082
H 1.7890 -1.7748 -2.5439
H 2.4689 -0.5902 -0.7075
H 4.1376 -1.9781 0.4285
H 4.2218 -2.0720 -1.3115
H 4.6257 -4.2525 -0.4218
H 3.1291 -4.3081 -1.3045
H 2.9472 -5.5895 0.7925
H 1.8097 -4.2789 0.7919
H 3.0368 -3.0214 2.2721
H 4.6128 -6.2121 1.7590
H 5.5693 -6.0767 3.1770
H 4.2660 -2.9563 4.1651
H 5.4095 -4.1902 4.5411
O -4.2339 -3.1712 -2.1053
S -3.2877 -2.3250 -2.8047
N -2.0352 -1.9464 -2.1205
C -6.1354 3.9172 0.5236
C -5.3269 5.1928 0.3708
S -3.6001 5.0011 0.7460
O -2.9913 6.3021 0.7834
O -3.4477 4.1054 1.8678
C -2.9261 4.1317 -0.6634
C -1.4432 3.8965 -0.3935
N -0.9597 2.6885 -1.0684
C -0.8854 1.4801 -0.4732
N -0.3950 0.5731 -1.3176
C -0.1567 1.2113 -2.5014
C -0.5018 2.5150 -2.3571
N -0.4666 3.5370 -3.3658
O -0.9799 4.6105 -3.1035
O 0.1198 3.2595 -4.3893
C -1.2842 1.2374 0.9364
H -7.1945 4.1464 0.4178
H -5.9713 3.4719 1.5027
H -5.8794 3.1825 -0.2404
H -5.6467 5.9789 1.0575
H -5.3687 5.6066 -0.6380
H -3.0780 4.7244 -1.5629
H -3.4677 3.1877 -0.7394
H -1.2731 3.7386 0.6697
H -0.8531 4.7467 -0.7144
H 0.2162 0.7189 -3.3818
H -0.5587 1.6857 1.6187
H -1.3103 0.1700 1.1343
H -2.2569 1.6788 1.1558
```

Results
frontier orbital gap (spin up / spin down) = 8.2418 / 8.3149 eV
charge = +1
electronic energy = -3693.28779 a.u.
multiplicity = 2
lowest unoccupied orbital energy (spin up / spin down) = -2.96 / -2.80 eV

Record 8
ORCA calculation (ωB97M-V with the def2-TZVPD basis set) on a cluster of 5 separate species, C14H27N4O6 in total.

Geometry as XYZ:
```
51
Properties=species:S:1:pos:R:3
O -0.1604 0.0774 -1.0828
C 0.7758 0.9909 -1.2605
O 1.8956 0.6385 -1.5978
O 0.5108 2.1963 -1.2341
H 0.5268 -0.5881 -1.1637
C 0.5788 -1.1515 2.4959
C 1.9263 -0.6873 2.0091
O 2.3765 -1.0308 0.9144
N 2.5418 0.1322 2.8427
C 3.8530 0.6837 2.5173
H -0.1449 -0.3376 2.4538
H 0.5918 -1.5625 3.5054
H 0.1610 -1.9885 1.9365
H 1.9152 0.5662 3.5053
H 4.5744 -0.0261 2.1127
H 4.3465 1.0515 3.4169
H 3.7329 1.4754 1.7778
C -1.1174 -2.6948 -2.6470
C 0.3561 -3.1573 -2.9115
O 1.3413 -2.6541 -2.3306
N 0.4997 -4.0777 -3.8135
C 1.6514 -4.7411 -4.3054
H -1.5516 -3.0220 -1.7022
H -1.8257 -2.9992 -3.4176
H -1.2138 -1.6093 -2.6284
H -0.3318 -4.3269 -4.3299
H 1.7434 -5.7494 -3.9017
H 2.5936 -4.3004 -3.9796
H 1.6314 -4.8271 -5.3918
C -0.2862 5.8069 -0.2663
C 0.2407 5.2509 1.0133
O 0.4922 5.9596 1.9867
N 0.4246 3.9445 0.9972
C 0.8621 3.1450 2.0850
H -0.1550 5.1510 -1.1270
H 0.3174 6.6742 -0.5338
H -1.3247 6.1380 -0.2662
H 0.3502 3.3649 0.1734
H 0.0146 2.4780 2.2430
H 1.0079 3.7041 3.0092
H 1.7550 2.5523 1.8860
N -2.7760 -0.6703 0.2215
C -3.9982 0.0064 0.2135
C -4.9346 -0.8509 0.8018
C -4.2403 -1.9804 1.3113
C -2.9440 -1.8584 0.9132
H -1.9270 -0.2734 -0.1551
H -4.0697 1.0252 -0.1375
H -5.9805 -0.6169 0.9355
H -4.5732 -2.7946 1.9379
H -2.0335 -2.4368 0.9675
```

Results
frontier orbital gap (spin up / spin down) = 1.6223 / 6.7365 eV
charge = -2
electronic energy = -1220.10283 a.u.
multiplicity = 2
lowest unoccupied orbital energy (spin up / spin down) = 4.52 / 4.46 eV

Record 9
ORCA calculation (ωB97M-V with the def2-TZVPD basis set) on a structure of composition C14H27NO6S5Yb.

Geometry as XYZ:
```
54
Properties=species:S:1:pos:R:3
Yb 0.0550 0.3807 0.4973
C -3.2697 -1.0060 -1.3673
C -2.1347 -1.8090 -1.8816
S -0.5783 -0.9585 -2.2791
C 0.5078 -2.4290 -2.3867
C 1.8169 -2.3121 -1.6519
S 1.7063 -1.9814 0.1272
C 1.2684 -3.5042 0.9248
C -0.2073 -3.6370 1.3040
S -0.8950 -2.0551 2.0352
C -2.6164 -2.2648 1.8483
C -3.3645 -0.9260 1.5674
S -2.8296 -0.0142 0.0725
H -4.0539 -1.6087 -0.9736
H -3.6995 -0.4318 -2.1426
H -2.5616 -2.4296 -2.7677
H -1.7981 -2.5889 -1.1107
H 0.6172 -2.7130 -3.4135
H -0.0658 -3.2395 -1.8802
H 2.3378 -1.4463 -2.0555
H 2.4047 -3.2682 -1.7685
H 1.8681 -3.5655 1.8375
H 1.6086 -4.3891 0.3977
H -0.2718 -4.4932 2.0456
H -0.8306 -3.9148 0.4622
H -3.0422 -2.6620 2.8219
H -2.7997 -3.0251 1.1289
H -3.0642 -0.2607 2.3675
H -4.4403 -1.1072 1.4579
O 1.8750 3.1642 2.5292
C 1.1514 2.1775 2.4816
O 1.4463 0.9956 1.9569
C -0.4248 2.2451 2.7703
O -0.8785 3.1964 3.3111
O -1.0257 1.1766 2.2996
C -2.3409 3.6309 -0.2293
C -0.9041 3.3521 -0.0184
N -0.1053 4.2443 0.4291
O -0.4422 2.2453 -0.4002
H -2.4972 3.4459 -1.3085
H -2.5376 4.5826 0.1447
H -2.9286 2.9773 0.3280
H -0.4715 5.1999 0.6829
H 0.9421 4.1216 0.6647
C 3.4951 2.3775 -2.2809
S 2.9178 1.9029 -0.6471
C 4.4056 1.1949 0.0616
O 1.9212 0.7326 -0.8783
H 4.0231 1.5636 -2.6933
H 4.0715 3.2922 -2.1207
H 2.6096 2.6116 -2.8519
H 5.1287 1.9810 0.0066
H 4.6908 0.3952 -0.5636
H 4.2103 0.8537 1.1088
```

Results
energy relative to the best compared isomer or geometry (same formula, charge and spin) = 0.00 kcal per mole
frontier orbital gap (spin up / spin down) = 8.7415 / 8.7382 eV
charge = +1
electronic energy = -4205.44403 a.u.
multiplicity = 2
lowest unoccupied orbital energy (spin up / spin down) = -2.16 / -2.17 eV

In order of appearance, maximum force = 0.1750 0.0916 0.1485 0.0478 0.0032 0.0558 0.0146 0.0945 0.0966 Eh/bohr.